Record 1
The following is a quantum chemistry calculation of a molecular structure, C15H35CaN2O7, from the OMol25 dataset.

Results
Spin multiplicity: 1
Highest occupied orbital energy, eV: -3.59
Kohn-Sham gap, eV: 5.80
Charge: -1
Relative energy (zero: lowest compared OMol25 entry of this formula, charge and spin), kcal/mol: 17.5

Last column: Löwdin charge in e.
Element x y z (Å)
Ca1 -0.863 -0.369 -0.063  1.3819
C1 -4.876 1.459 -0.081  -0.0154
C2 -3.396 1.047 -0.087  -0.7998
O1 -2.707 1.020 0.927  -0.1227
O2 -2.873 0.722 -1.159  -0.0941
H1 -5.207 1.989 0.812  0.0597
H2 -5.523 0.588 -0.183  0.0714
H3 -5.094 2.036 -0.980  0.0631
C3 0.169 -1.569 -4.139  -0.0375
C4 -1.074 -2.049 -3.221  -0.7686
O3 -1.867 -2.902 -3.632  -0.0386
O4 -0.985 -1.638 -2.087  -0.1458
H4 1.075 -2.145 -3.952  0.0403
H5 0.512 -0.544 -3.998  0.0178
H6 -0.143 -1.657 -5.180  0.0425
C5 -0.435 -3.300 2.457  -0.0861
C6 -1.782 -3.054 1.749  -0.5920
C7 -2.728 -2.367 2.804  -0.0918
O5 -1.901 -2.437 0.485  -0.3865
H7 0.155 -2.491 2.886  0.0335
H8 0.204 -3.774 1.712  0.0626
H9 -0.541 -4.021 3.268  0.0626
H10 -2.268 -4.016 1.593  0.1043
H11 -3.793 -2.300 2.583  0.0617
H12 -2.407 -1.352 3.039  0.0456
H13 -2.719 -2.974 3.709  0.0453
C8 1.719 0.624 3.693  -0.0358
C9 1.478 0.419 2.161  -0.3991
C10 2.185 -0.801 1.570  -0.1892
O6 1.543 -1.356 0.387  -0.2611
C11 2.362 -2.436 -0.235  -0.0335
N1 0.031 0.131 2.063  -0.0320
H14 1.517 1.692 3.779  0.0772
H15 2.776 0.531 3.942  0.0714
H16 1.134 -0.101 4.257  0.0854
H17 1.835 1.310 1.645  0.0962
H18 2.383 -1.603 2.283  0.1235
H19 3.138 -0.354 1.290  0.1204
H20 2.380 -3.330 0.389  0.0819
H21 3.357 -2.171 -0.590  0.0809
H22 1.844 -2.700 -1.158  0.0870
H23 -0.474 0.895 2.491  0.0912
H24 -0.142 -0.638 2.694  0.0526
C12 1.019 3.322 0.196  -0.0741
C13 0.422 2.574 -0.914  -0.4120
C14 0.872 3.084 -2.253  -0.2236
O7 2.189 2.839 -2.559  -0.1885
C15 2.462 2.653 -3.931  -0.0887
N2 0.742 1.159 -0.758  -0.0197
H25 1.002 4.328 -0.222  0.0828
H26 2.100 3.188 0.238  0.0902
H27 0.593 3.385 1.197  0.0919
H28 -0.649 2.658 -0.729  0.1461
H29 0.696 4.139 -2.464  0.1349
H30 0.337 2.515 -3.013  0.1308
H31 2.061 3.508 -4.475  0.0840
H32 2.005 1.758 -4.355  0.0878
H33 3.538 2.743 -4.079  0.0901
H34 1.094 0.984 -1.688  0.0911
H35 1.520 1.151 -0.114  0.0467



Record 2
The following is a quantum chemistry calculation of C4H3F4I in the gas phase, from the OMol25 dataset.

Results
Spin multiplicity: 1
Highest occupied orbital energy (spin up / spin down), eV: -7.95 / -7.95
Kohn-Sham gap (spin up / spin down), eV: 6.94 / 6.93
Charge: 0
Relative energy (zero: lowest compared OMol25 entry of this formula, charge and spin), kcal/mol: 144.2

Last column: Löwdin charge in e.
Element x y z (Å)
C1 0.598 0.620 0.748  -0.4649
C2 2.599 -1.457 0.275  -0.4458
C3 -1.615 -0.050 -0.073  0.0131
C4 -0.221 0.253 -0.495  -0.7503
F1 0.318 1.817 1.175  -0.0276
F2 1.377 -1.853 0.492  -0.0814
F3 -0.211 1.295 -1.399  0.0318
F4 0.385 -0.677 -1.148  0.0523
I1 2.773 0.564 0.119  1.3618
H1 -1.618 -1.141 0.069  0.0964
H2 -2.523 0.230 -0.684  0.1143
H3 -1.861 0.400 0.922  0.1004



Record 3
The following is a quantum chemistry calculation of a molecular structure, C6H13B3DyO5, from the OMol25 dataset.

Results
Spin multiplicity: 6
Highest occupied orbital energy (spin up / spin down), eV: -20.64 / -20.63
Kohn-Sham gap (spin up / spin down), eV: 7.74 / 6.46
Charge: +3
Relative energy (zero: lowest compared OMol25 entry of this formula, charge and spin), kcal/mol: 0.0

Last column: Löwdin charge in e.
Element x y z (Å)
C1 2.622 -2.044 1.090  0.1376
C2 2.113 -1.548 -0.259  -0.4228
O1 1.588 -2.383 -0.977  0.4377
O2 2.312 -0.332 -0.567  0.1310
C3 1.314 0.287 -1.449  -0.0564
C4 0.896 1.675 -0.902  -0.1044
C5 0.544 1.711 0.607  -0.1350
C6 -0.982 1.632 0.914  -0.1775
B1 -1.682 0.290 0.342  -0.6492
O3 -1.224 -0.900 0.802  0.2745
B2 -1.939 -2.010 0.274  -0.2407
O4 -3.253 -1.786 -0.067  0.2851
B3 -3.330 -0.742 -0.955  -0.2241
O5 -2.669 0.469 -0.583  0.2385
H1 1.947 -2.768 1.545  0.1274
H2 2.816 -1.178 1.725  0.1265
H3 3.573 -2.547 0.866  0.1430
H4 0.413 -0.314 -1.594  0.1360
H5 1.759 0.458 -2.430  0.1599
H6 1.748 2.338 -1.070  0.1386
H7 0.069 2.078 -1.493  0.1391
H8 0.877 2.688 0.977  0.1255
H9 1.099 0.986 1.201  0.1313
H10 -1.546 2.525 0.516  -0.1672
H11 -1.120 1.661 2.037  0.1275
H12 -1.470 -3.084 0.136  0.1390
H13 -3.896 -0.805 -1.985  0.1388
Dy1 -2.580 3.646 1.299  2.0404



Record 4
The following is a quantum chemistry calculation of 2 unconnected molecules or ions with the total composition C5H11NO2, from the OMol25 dataset.

Results
Spin multiplicity: 1
SMILES string: C/C=C/C.NC(=O)O
Highest occupied orbital energy, eV: -9.15
Kohn-Sham gap, eV: 9.93
Charge: 0
Relative energy (zero: lowest compared OMol25 entry of this formula, charge and spin), kcal/mol: 10.4

Last column: Löwdin charge in e.
Element x y z (Å)
C1 2.062 1.458 -1.031  -0.1076
C2 1.499 0.891 0.239  -0.2034
C3 0.333 1.224 0.766  -0.1884
C4 -0.176 0.663 2.059  -0.1014
H1 1.283 1.976 -1.587  0.0681
H2 2.814 2.221 -0.808  0.0728
H3 2.475 0.678 -1.662  0.0641
H4 2.093 0.156 0.771  0.1035
H5 -0.309 1.886 0.198  0.0997
H6 0.631 0.540 2.780  0.0736
H7 -0.951 1.301 2.483  0.0669
H8 -0.636 -0.324 1.915  0.0648
N1 -2.552 -1.516 -1.076  0.1789
C5 -1.406 -2.038 -0.585  -0.6822
O1 -1.282 -2.677 0.429  0.0708
O2 -0.370 -1.745 -1.412  0.0837
H9 -3.415 -1.768 -0.634  0.1117
H10 -2.526 -0.993 -1.934  0.1085
H11 0.434 -1.932 -0.912  0.1157



Record 5
The following is a quantum chemistry calculation of a molecular structure, C18H47HoNO4Si2, from the OMol25 dataset.

Results
Spin multiplicity: 5
Highest occupied orbital energy (spin up / spin down), eV: -11.72 / -11.71
Kohn-Sham gap (spin up / spin down), eV: 8.55 / 8.63
Charge: +1

Last column: Löwdin charge in e.
Element x y z (Å)
O1 -0.728 -0.974 1.881  -0.3806
O2 3.727 -0.932 -0.086  -0.2342
C1 -0.240 0.303 2.398  -0.2334
C2 -0.856 0.689 3.736  -0.0460
H1 -0.489 1.069 1.642  0.0967
H2 0.851 0.232 2.478  0.1244
H3 -1.949 0.809 3.690  0.0869
H4 -0.448 1.662 4.033  0.1008
H5 -0.609 -0.025 4.534  0.0830
C3 -0.482 -2.169 2.712  -0.1868
C4 0.965 -2.226 3.138  -0.0510
H6 -0.774 -3.029 2.094  0.1331
H7 -1.170 -2.114 3.568  0.1278
H8 1.638 -2.038 2.294  0.0897
H9 1.192 -3.223 3.535  0.1023
H10 1.177 -1.498 3.931  0.0854
C5 4.240 -1.930 -0.998  -0.2633
C6 4.714 -0.357 0.792  -0.2647
C7 3.977 -3.354 -0.544  -0.0730
H11 5.329 -1.792 -1.114  0.1231
H12 3.748 -1.748 -1.967  0.1104
H13 4.505 -3.575 0.389  0.0645
H14 4.356 -4.040 -1.308  0.0834
H15 2.907 -3.552 -0.417  0.0746
C8 5.447 -1.332 1.700  -0.0846
H16 4.168 0.383 1.396  0.1137
H17 5.458 0.176 0.175  0.1205
H18 4.776 -2.008 2.242  0.0742
H19 5.997 -0.756 2.449  0.0814
H20 6.186 -1.916 1.143  0.0777
H21 1.932 -0.116 -0.846  0.0177
Ho1 -2.149 -0.716 0.238  1.6734
C9 1.534 0.328 -1.788  -0.1813
Si1 2.477 1.773 -2.578  0.4735
H22 1.551 -0.483 -2.539  0.0358
H23 0.475 0.602 -1.662  -0.0053
C10 2.887 3.021 -1.235  -0.1882
C11 1.442 2.615 -3.922  -0.1852
C12 4.109 1.308 -3.413  -0.1825
C13 -2.653 1.524 0.182  -0.4561
Si2 -4.197 1.847 -0.802  0.3614
H24 -1.788 2.010 -0.319  -0.0061
H25 -2.745 2.015 1.168  -0.0026
C14 -3.724 2.716 -2.395  -0.1843
C15 -5.394 2.926 0.167  -0.1797
C16 -5.166 0.290 -1.260  -0.1983
H26 4.662 2.196 -3.753  0.0399
H27 3.953 0.680 -4.300  0.0323
H28 4.776 0.762 -2.732  0.0177
H29 1.976 3.513 -0.872  0.0267
H30 3.574 3.804 -1.583  0.0373
H31 3.361 2.511 -0.386  0.0178
H32 0.396 2.726 -3.613  0.0166
H33 1.449 2.042 -4.859  0.0317
H34 1.810 3.622 -4.171  0.0391
H35 -4.839 3.582 0.853  0.0326
H36 -6.095 2.322 0.763  0.0292
H37 -5.984 3.563 -0.504  0.0367
H38 -5.725 -0.129 -0.410  0.0149
H39 -4.575 -0.511 -1.732  0.0241
H40 -5.919 0.605 -2.000  0.0515
H41 -4.595 3.222 -2.834  0.0379
H42 -3.325 2.005 -3.131  0.0338
H43 -2.954 3.474 -2.195  0.0351
N1 -4.142 -1.378 1.563  -0.0382
C17 -4.720 -2.648 1.001  -0.1243
C18 -3.590 -3.352 0.247  -0.6264
O3 -3.310 -4.502 0.492  0.0998
O4 -2.946 -2.529 -0.586  -0.2535
H44 -3.962 -1.544 2.562  0.1092
H45 -4.862 -0.652 1.595  0.0911
H46 -5.074 -3.327 1.777  0.1286
H47 -5.542 -2.451 0.295  0.1303



Record 6
The following is a quantum chemistry calculation of C5H8N2 in the gas phase, from the OMol25 dataset.

Results
Spin multiplicity: 1
SMILES string: CCc1cnc[nH]1
Highest occupied orbital energy, eV: -8.22
Kohn-Sham gap, eV: 9.15
Charge: 0
Relative energy (zero: lowest compared OMol25 entry of this formula, charge and spin), kcal/mol: 40.4

Last column: Löwdin charge in e.
Element x y z (Å)
C1 2.005 -0.453 -1.473  -0.1337
C2 0.715 0.332 -1.544  -0.2398
C3 -0.166 0.152 -0.358  -0.2615
C4 0.274 0.748 0.839  -0.1129
N1 -0.682 0.515 1.788  0.0295
C5 -1.470 -0.431 1.396  -0.1741
N2 -1.264 -0.628 0.012  0.0985
H1 2.919 0.279 -1.457  0.1065
H2 2.061 -1.317 -2.264  0.0993
H3 2.133 -1.066 -0.611  0.0437
H4 0.941 1.479 -1.394  0.1340
H5 0.267 0.322 -2.585  0.1182
H6 1.223 1.082 1.100  0.0909
H7 -2.133 -0.936 1.959  0.0737
H8 -1.937 -1.137 -0.508  0.1276



Record 7
The following is a quantum chemistry calculation of 2 unconnected molecules or ions with the total composition C3H4IN2P, from the OMol25 dataset.

Results
Spin multiplicity: 1
Highest occupied orbital energy (spin up / spin down), eV: -8.17 / -8.17
Kohn-Sham gap (spin up / spin down), eV: 6.69 / 6.70
Charge: 0
Relative energy (zero: lowest compared OMol25 entry of this formula, charge and spin), kcal/mol: 34.9

Last column: Löwdin charge in e.
Element x y z (Å)
C1 -0.176 -0.858 -0.141  -0.1013
C2 -1.355 -0.497 -0.715  -0.1230
C3 -0.020 0.058 0.917  -0.2234
N1 -1.758 0.641 -0.110  -0.0391
N2 -0.941 0.975 0.909  0.0160
P1 3.556 1.581 -0.450  -0.0849
I1 3.866 -0.691 -0.038  0.1481
H1 0.516 -1.639 -0.222  0.0541
H2 -1.963 -0.976 -1.450  0.1047
H3 0.729 0.067 1.693  0.0896
H4 -2.453 1.339 -0.392  0.1593